Density functional theory data (ωB97M-V/def2-TZVPD) for a molecular structure, C28H43Ge2NO2Tc in a non-equilibrium geometry.

As for the multiplicity: 2. As for the HOMO-LUMO gap (spin up / spin down): 6.20 / 6.47 eV. The calculation puts the total energy at -5530.979198 a.u. Its net charge is +4. The value obtained for the HOMO energy (spin up / spin down) is -0.7289 / -0.7465 Ha.

Each line ends with the Löwdin spin population.
Positions of all 77 atoms, in Å:
Tc  1.104  -0.520  0.304  0.00
C  -1.138  2.267  3.677  0.00
C  0.104  1.541  3.145  0.01
Ge  0.272  1.748  1.205  0.02
C  1.487  3.163  0.621  0.01
C  0.971  4.493  1.193  0.00
C  -1.486  2.034  0.369  0.23
C  -2.003  1.350  -0.699  0.02
Ge  -0.873  -0.112  -1.431  0.00
C  0.240  0.402  -2.957  0.00
C  -0.552  0.646  -4.250  0.00
C  -1.598  -1.931  -1.423  0.00
C  -2.844  -2.169  -2.288  0.00
C  -3.252  1.753  -1.305  0.20
C  -4.156  2.686  -0.676  0.08
C  -5.313  3.071  -1.288  0.03
C  -5.630  2.556  -2.560  0.25
C  -4.770  1.635  -3.207  0.07
C  -3.619  1.244  -2.589  0.05
H  -1.136  2.263  4.767  0.00
H  -2.057  1.778  3.346  0.00
H  -1.178  3.311  3.363  0.00
H  0.089  0.492  3.437  0.00
H  1.021  1.962  3.565  0.00
H  1.559  3.199  -0.466  0.00
H  2.478  2.933  1.018  0.00
H  -0.004  4.763  0.786  0.00
H  1.664  5.293  0.933  0.00
H  0.900  4.469  2.281  0.00
H  -2.034  2.878  0.779  0.01
H  0.956  -0.412  -3.103  0.00
H  0.806  1.296  -2.688  0.00
H  -1.150  -0.220  -4.536  0.00
H  0.136  0.842  -5.071  0.00
H  -1.204  1.516  -4.166  0.00
H  -1.808  -2.218  -0.391  0.00
H  -0.781  -2.571  -1.771  0.00
H  -3.700  -1.592  -1.938  0.00
H  -3.122  -3.221  -2.242  0.00
H  -2.667  -1.935  -3.339  0.00
H  -3.939  3.081  0.305  0.00
H  -5.990  3.763  -0.807  0.00
H  -6.544  2.866  -3.053  0.01
H  -5.036  1.258  -4.185  0.00
H  -2.962  0.552  -3.102  0.00
C  -1.865  -1.820  2.675  0.00
C  -0.478  -2.286  2.395  0.00
O  0.157  -1.533  1.495  0.00
C  0.165  -3.370  2.981  0.00
C  1.509  -3.734  2.676  0.00
C  2.086  -4.805  3.296  0.00
C  1.348  -5.544  4.237  0.00
C  0.029  -5.219  4.556  0.00
C  -0.562  -4.146  3.938  0.00
H  -2.122  -0.984  2.030  0.00
H  -1.947  -1.503  3.718  0.00
H  -2.582  -2.630  2.526  0.00
H  2.076  -3.162  1.953  0.00
H  3.104  -5.092  3.075  0.00
H  1.818  -6.390  4.726  0.00
H  -0.515  -5.809  5.280  0.00
H  -1.585  -3.890  4.180  0.00
C  5.846  0.147  -2.367  0.00
N  4.507  0.439  -1.768  0.00
C  4.029  1.836  -1.791  0.00
C  3.811  -0.501  -1.232  0.00
C  4.200  -1.931  -1.155  0.00
O  2.631  -0.181  -0.691  0.00
H  6.284  1.091  -2.669  0.00
H  5.722  -0.493  -3.238  0.00
H  6.482  -0.322  -1.621  0.00
H  4.679  2.405  -2.445  0.00
H  4.073  2.247  -0.783  0.00
H  3.012  1.865  -2.173  0.00
H  5.115  -2.148  -1.697  0.00
H  3.392  -2.540  -1.565  0.00
H  4.342  -2.200  -0.106  0.00

=====

Density functional theory data (ωB97M-V/def2-TZVPD) for 4 unconnected molecules or ions with the total composition C28H43IN6O5P in a non-equilibrium geometry.

As for the HOMO-LUMO gap: 7.07 eV. The calculation puts the total energy at -2436.257795 a.u. Its net charge is +1. The value obtained for the HOMO energy is -0.4081 Ha.

Each line ends with the Mulliken charge.
Positions of all 84 atoms, in Å:
C  3.573  0.609  2.484  -1.15
C  4.658  0.914  1.438  -0.33
C  4.459  0.198  0.092  -0.01
C  3.779  1.077  -0.968  -0.93
C  2.269  1.072  -0.741  -0.90
C  1.594  -0.172  -1.353  -0.74
C  0.993  -1.116  -0.300  -0.58
C  -0.249  -1.872  -0.809  -1.00
C  -1.467  -1.646  0.043  -0.69
N  -1.866  -0.203  0.136  0.64
O  -1.398  0.568  -0.960  -0.50
C  -3.236  -0.056  0.069  -0.65
N  -3.919  -0.199  -1.143  -0.18
C  -4.264  1.147  -1.726  -0.33
P  -5.942  1.749  -1.389  0.93
O  -6.572  2.213  -2.611  -0.63
O  -5.809  2.941  -0.325  -0.47
O  -6.721  0.588  -0.627  -0.58
N  -3.878  0.187  1.163  0.02
C  -3.229  0.383  2.476  -0.47
C  -4.366  0.776  3.423  0.11
O  -5.211  1.594  3.092  -0.46
I  -4.443  -0.239  5.291  0.15
H  4.020  0.475  3.460  0.35
H  2.900  1.453  2.582  0.32
H  3.010  -0.273  2.212  0.25
H  5.599  0.608  1.873  0.31
H  4.691  1.978  1.242  0.29
H  5.431  -0.112  -0.267  -0.12
H  3.845  -0.688  0.228  0.08
H  4.164  2.081  -0.833  0.47
H  4.018  0.748  -1.968  0.30
H  1.848  1.974  -1.178  0.48
H  2.053  1.113  0.321  0.37
H  2.277  -0.699  -2.005  0.48
H  0.757  0.175  -1.942  0.44
H  1.742  -1.805  0.057  0.54
H  0.669  -0.490  0.528  0.35
H  -0.427  -1.703  -1.859  0.36
H  -0.043  -2.934  -0.726  0.49
H  -2.312  -2.235  -0.305  0.39
H  -1.238  -1.975  1.051  0.32
H  -0.745  1.163  -0.574  0.34
H  -4.762  -0.712  -0.895  0.46
H  -3.571  1.884  -1.345  0.23
H  -4.150  1.123  -2.797  0.44
H  -6.218  2.703  0.513  0.36
H  -7.667  0.783  -0.560  0.31
H  -4.887  0.277  1.122  0.41
H  -2.821  -0.564  2.785  0.35
H  -2.470  1.146  2.417  0.37
N  6.863  0.630  4.286  -0.27
C  6.988  -0.662  4.584  0.06
C  8.061  -1.190  5.284  -0.70
C  9.065  -0.328  5.695  -0.15
C  8.953  1.018  5.392  -0.54
C  7.836  1.444  4.689  -0.18
H  6.182  -1.302  4.241  0.33
H  8.108  -2.248  5.500  0.35
H  9.921  -0.700  6.243  0.37
H  9.713  1.725  5.693  0.36
H  7.708  2.490  4.434  0.37
N  -11.039  1.059  -0.713  -0.60
C  -10.952  1.498  -1.968  -0.14
C  -11.471  0.821  -3.060  -0.41
C  -12.124  -0.380  -2.837  -0.18
C  -12.229  -0.852  -1.538  -0.39
C  -11.671  -0.098  -0.517  -0.16
H  -10.433  2.442  -2.094  0.41
H  -11.365  1.225  -4.057  0.37
H  -12.546  -0.939  -3.662  0.38
H  -12.731  -1.783  -1.320  0.36
H  -11.733  -0.431  0.514  0.38
N  5.726  -0.721  -3.447  -0.27
C  5.472  -1.367  -4.583  -0.10
C  6.337  -2.286  -5.157  -0.61
C  7.538  -2.546  -4.517  -0.08
C  7.820  -1.881  -3.335  -0.78
C  6.884  -0.984  -2.845  -0.02
H  4.524  -1.132  -5.055  0.37
H  6.076  -2.782  -6.081  0.35
H  8.242  -3.254  -4.933  0.38
H  8.746  -2.052  -2.804  0.35
H  7.067  -0.444  -1.923  0.40

=====

Density functional theory data (ωB97M-V/def2-TZVPD) for a single C28H43N3 molecule.

The value obtained for the energy above the lowest of the compared OMol25 structures with the same formula, charge and spin is 0.000 eV. As for the HOMO-LUMO gap: 9.20 eV. The calculation puts the total energy at -1257.014386 a.u. The structure (SMILES) is CNC[C@@H](Cc1ccccc1)NC[C@@H](CC1CCCCC1)NCCCc1ccccc1. The value obtained for the HOMO energy is -0.3092 Ha.

Each line ends with the Mulliken charge.
Positions of all 74 atoms, in Å:
C  -1.976  -4.788  1.744  -0.92
N  -0.749  -4.171  1.287  -0.25
C  -0.914  -2.775  0.934  -0.96
C  0.414  -2.163  0.454  -0.39
C  0.892  -2.880  -0.821  -1.63
C  2.284  -2.451  -1.174  0.42
C  2.509  -1.470  -2.130  -0.02
C  3.796  -1.062  -2.435  -0.56
C  4.877  -1.620  -1.775  -0.42
C  4.664  -2.591  -0.811  -0.83
C  3.377  -3.004  -0.517  -0.22
N  0.333  -0.742  0.191  0.52
C  0.427  0.118  1.348  -1.53
C  0.135  1.567  0.939  -0.06
C  1.051  2.043  -0.193  -2.23
C  2.555  1.857  0.029  1.47
C  3.316  2.381  -1.192  -1.20
C  4.818  2.174  -1.028  -0.37
C  5.319  2.882  0.226  -0.89
C  4.565  2.372  1.449  -0.78
C  3.062  2.576  1.280  -0.96
N  -1.245  1.642  0.467  0.18
C  -2.250  1.754  1.507  -0.70
C  -3.648  1.726  0.895  -0.73
C  -3.907  0.411  0.151  -0.32
C  -5.255  0.436  -0.507  0.09
C  -6.378  -0.046  0.153  -0.30
C  -7.628  0.020  -0.437  -0.61
C  -7.772  0.572  -1.698  -0.40
C  -6.659  1.056  -2.365  -0.64
C  -5.411  0.988  -1.772  -0.26
H  -1.774  -5.822  2.017  0.34
H  -2.431  -4.276  2.607  0.30
H  -2.696  -4.779  0.925  0.31
H  -0.038  -4.252  2.009  0.26
H  -1.306  -2.175  1.777  0.45
H  -1.647  -2.722  0.122  0.44
H  1.172  -2.308  1.235  0.46
H  0.852  -3.954  -0.637  0.57
H  0.206  -2.637  -1.634  0.40
H  1.668  -1.027  -2.641  0.23
H  3.959  -0.307  -3.191  0.43
H  5.883  -1.303  -2.013  0.43
H  5.504  -3.030  -0.292  0.40
H  3.216  -3.770  0.229  0.42
H  -0.524  -0.519  -0.306  0.27
H  -0.271  -0.164  2.156  0.48
H  1.439  0.041  1.757  0.56
H  0.280  2.210  1.827  0.31
H  0.849  3.104  -0.370  0.67
H  0.773  1.488  -1.091  0.36
H  2.761  0.787  0.119  0.00
H  3.109  3.447  -1.319  0.33
H  2.968  1.862  -2.086  0.44
H  5.344  2.555  -1.907  0.38
H  5.024  1.105  -0.947  0.05
H  6.391  2.711  0.351  0.40
H  5.161  3.959  0.125  0.35
H  4.911  2.893  2.345  0.37
H  4.769  1.307  1.579  0.34
H  2.847  3.645  1.194  0.28
H  2.546  2.202  2.166  0.43
H  -1.344  2.429  -0.168  0.28
H  -2.128  2.674  2.109  0.32
H  -2.138  0.903  2.185  0.39
H  -3.756  2.560  0.197  0.33
H  -4.391  1.854  1.685  0.39
H  -3.849  -0.418  0.859  0.28
H  -3.121  0.282  -0.595  0.19
H  -6.271  -0.479  1.138  0.38
H  -8.492  -0.362  0.088  0.38
H  -8.747  0.624  -2.159  0.37
H  -6.765  1.487  -3.350  0.37
H  -4.545  1.365  -2.297  0.38